(1)
Below is a structure of composition C30H28ClHoN5O5S3, with properties calculated with ωB97M-V with the def2-TZVPD basis set.

Element x y z (Å)
Ho: -0.1004 0.6867 0.1254
O: -1.1518 1.7101 3.2136
S: 0.2365 1.2570 3.2006
O: 0.8842 1.1047 4.4649
N: 0.2782 -0.0360 2.2103
C: -0.4757 -1.1270 2.6220
C: -0.6710 -1.4777 3.9485
C: -1.4732 -2.5641 4.3052
C: -2.1122 -3.3219 3.3564
C: -1.9334 -3.0281 1.9917
C: -2.5442 -3.7659 0.9541
C: -2.3070 -3.4267 -0.3518
C: -1.4725 -2.3369 -0.6321
N: -0.8981 -1.6068 0.3070
C: -1.1048 -1.9328 1.6138
C: 1.0909 2.5334 2.2385
C: 2.3902 2.8990 2.5532
C: 2.9627 3.9965 1.9240
C: 2.2512 4.6979 0.9609
C: 0.9452 4.3393 0.6500
C: 0.3455 3.2670 1.3073
H: -0.1738 -0.9015 4.7097
H: -1.5800 -2.8033 5.3529
H: -2.7392 -4.1548 3.6358
H: -3.1890 -4.5979 1.2004
H: -2.7560 -3.9796 -1.1611
H: -1.2665 -2.0423 -1.6577
H: 2.9209 2.3469 3.3139
H: 3.9513 4.3221 2.2060
H: 2.6970 5.5600 0.4873
H: 0.3709 4.9288 -0.0510
H: -0.7400 3.1210 1.2464
C: 1.1196 1.7237 -7.3359
C: 0.9181 0.3481 -6.7835
C: 1.2202 -0.7622 -7.5533
C: 0.9996 -2.0393 -7.0624
Cl: 1.4024 -3.4085 -8.0351
C: 0.4628 -2.2205 -5.8009
C: 0.1624 -1.1151 -5.0180
C: 0.3874 0.1664 -5.4959
O: 0.1462 1.3220 -4.7847
C: -0.8122 1.3489 -3.7617
C: -0.2663 1.1159 -2.3421
O: -0.3054 2.0608 -1.5069
O: 0.1518 -0.0124 -1.9864
H: 1.7266 1.6931 -8.2375
H: 1.5936 2.3688 -6.6005
H: 0.1555 2.1674 -7.5865
H: 1.6157 -0.6299 -8.5489
H: 0.2873 -3.2164 -5.4271
H: -0.2242 -1.2570 -4.0209
H: -1.6039 0.6047 -3.9293
H: -1.2413 2.3569 -3.7834
S: -2.8878 0.8874 0.0419
C: -3.7406 0.2836 1.3714
N: -3.4207 0.4054 2.6501
C: -4.4053 -0.2036 3.5225
C: -5.4933 -0.6783 2.5386
N: -4.8956 -0.3838 1.2482
H: -2.6013 0.9096 2.9964
H: -4.7781 0.5260 4.2438
H: -3.9473 -1.0356 4.0646
H: -6.4380 -0.1404 2.6632
H: -5.6826 -1.7496 2.6269
H: -5.4041 -0.4286 0.3830
S: 4.8824 0.5447 -0.1961
C: 4.0925 -0.9651 -0.0135
C: 2.7447 -0.7981 0.0054
N: 2.3343 0.5048 -0.1070
C: 3.3555 1.3086 -0.2331
H: 4.6531 -1.8746 0.0646
H: 2.0117 -1.5933 0.0868
H: 3.2659 2.3739 -0.3595

Summary:
<S²> = 6.00
Calculated total energy = -120078.9789 eV
M = 835.168 g/mol
Largest force on an atom = 0.0359 hartree/bohr
Orbital gap (alpha / beta) = 7.3 / 7.3 eV
2S+1 = 5
Charge = +1

(2)
Below is a structure of composition C30H28ClIrNPS, with properties calculated with ωB97M-V with the def2-TZVPD basis set.

Element x y z (Å)
Ir: -0.1170 0.3565 0.2951
Cl: 1.4544 1.2734 1.6531
P: 0.4079 -1.6085 0.9702
C: -0.1485 -2.6797 -0.4221
C: -1.2223 -3.5742 -0.3406
C: -1.7236 -4.1339 -1.5240
C: -1.1140 -3.8652 -2.7524
C: 0.0598 -3.1045 -2.8013
C: 0.5614 -2.5312 -1.6291
C: 2.0054 -2.4375 1.3747
C: 2.8259 -1.8880 2.3734
C: 3.9887 -2.5503 2.7744
C: 4.3214 -3.7957 2.2307
C: 3.4921 -4.3605 1.2623
C: 2.3610 -3.6786 0.8151
C: -0.7040 -1.8794 2.4068
C: -1.3461 -0.7851 2.9925
C: -2.1003 -0.9733 4.1615
C: -2.3453 -2.2629 4.6370
C: -1.7466 -3.3622 4.0098
C: -0.8674 -3.1643 2.9432
H: 2.5491 -0.9325 2.8212
H: 4.6394 -2.0944 3.5157
H: 5.2127 -4.3268 2.5701
H: 3.7182 -5.3394 0.8470
H: 1.7436 -4.1379 0.0466
H: -1.6912 -3.7934 0.6158
H: -2.6136 -4.7621 -1.4840
H: -1.5495 -4.2427 -3.6837
H: 0.5707 -2.9478 -3.7523
H: 1.4717 -1.9240 -1.6488
H: -1.2513 0.2062 2.5214
H: -2.5054 -0.1160 4.7021
H: -2.9976 -2.4126 5.5011
H: -1.9581 -4.3718 4.3592
H: -0.3167 -4.0005 2.5197
H: -4.0064 -1.9202 -0.5491
H: -4.0160 -1.7081 0.1733
N: -1.2150 1.4078 -0.7881
S: -0.7630 2.2927 -2.1931
C: 0.9333 2.8524 -2.0044
C: 1.2739 4.0096 -1.2984
C: 2.5521 4.5549 -1.4469
C: 3.5069 3.9103 -2.2387
C: 3.2070 2.6718 -2.8148
C: 1.9245 2.1391 -2.6994
C: -1.6473 3.8249 -1.8551
C: -1.9327 4.6831 -2.9408
C: -2.7492 5.8024 -2.7446
C: -3.1985 6.1072 -1.4546
C: -2.7841 5.3361 -0.3620
C: -2.0537 4.1541 -0.5693
H: -2.2280 1.5068 -0.6661
H: 0.5435 4.4836 -0.6489
H: 2.7814 5.4983 -0.9458
H: 4.4885 4.3677 -2.3931
H: 3.9605 2.1249 -3.3837
H: 1.6705 1.1825 -3.1513
H: -1.5218 4.4398 -3.9234
H: -3.0497 6.4283 -3.5879
H: -3.8942 6.9351 -1.3033
H: -3.0519 5.6304 0.6580
H: -1.7957 3.4852 0.2500

Summary:
<S²> = 6.01
Calculated total energy = -68519.5308 eV
M = 693.272 g/mol
Largest force on an atom = 0.1319 hartree/bohr
Orbital gap (alpha / beta) = 7.7 / 4.8 eV
2S+1 = 5
Charge = +2

(3)
Below is a structure of composition C30H28F10IN2OSn, with properties calculated with ωB97M-V with the def2-TZVPD basis set.

Element x y z (Å)
Sn: -0.4848 0.4463 0.1245
I: -1.8069 -2.4289 -0.4568
C: 0.0837 -3.2060 -0.0529
C: 0.2174 -4.5543 -0.2202
C: 1.4624 -5.1714 -0.0030
C: 2.5223 -4.4097 0.3830
C: 2.3969 -3.0106 0.5599
C: 3.5346 -2.2684 0.9624
C: 3.4602 -0.9224 1.1213
C: 2.2358 -0.2691 0.8811
C: 1.0974 -0.9368 0.5100
C: 1.1527 -2.3536 0.3334
H: -0.6299 -5.1537 -0.5239
H: 1.5624 -6.2385 -0.1433
H: 3.4896 -4.8619 0.5607
H: 4.4624 -2.8006 1.1302
H: 4.3247 -0.3439 1.4169
H: 2.2322 0.8050 0.9837
C: 0.0755 0.4156 3.9973
N: -0.8369 -0.2042 3.0317
C: -0.7367 -1.6575 3.2134
C: -2.1968 0.2504 3.2900
C: -3.1112 -0.0112 2.1168
N: -2.8162 0.8434 0.9301
C: -3.0760 2.2540 1.3152
C: -3.8205 0.5214 -0.1085
H: 1.1015 0.1364 3.7638
H: -0.1561 0.0802 5.0162
H: -0.0133 1.4975 3.9607
H: -1.0107 -1.9315 4.2400
H: 0.2871 -1.9764 3.0327
H: -1.3893 -2.1920 2.5280
H: -2.1559 1.3215 3.4891
H: -2.6139 -0.2132 4.1946
H: -4.1457 0.1813 2.4185
H: -3.0563 -1.0499 1.7979
H: -4.0180 2.2954 1.8674
H: -3.1739 2.8627 0.4238
H: -2.2813 2.6540 1.9353
H: -4.8145 0.7910 0.2582
H: -3.8258 -0.5399 -0.3321
H: -3.6099 1.0835 -1.0136
F: -1.6215 3.0835 -1.1540
C: -0.7194 3.4866 -0.2346
C: -0.0716 2.5517 0.5660
C: 0.8292 3.1007 1.4622
F: 1.5459 2.3234 2.2892
C: 1.0700 4.4616 1.5784
F: 1.9482 4.9114 2.4669
C: 0.3916 5.3477 0.7642
F: 0.6023 6.6483 0.8608
C: -0.5164 4.8494 -0.1568
F: -1.1854 5.6780 -0.9498
C: 1.7059 -2.3834 -3.3660
C: 2.8500 -1.4081 -3.5152
O: 2.8667 -0.5700 -2.3575
H: 1.6252 -3.0180 -4.2487
H: 0.7618 -1.8472 -3.2398
H: 1.8590 -3.0238 -2.4963
H: 2.7189 -0.8021 -4.4183
H: 3.7989 -1.9445 -3.6093
H: 3.5332 0.1137 -2.4811
F: -2.7460 -0.2478 -2.5919
C: -1.5495 0.2399 -2.9693
C: -0.6116 0.6497 -2.0376
C: 0.5425 1.2049 -2.5745
F: 1.5166 1.6414 -1.7523
C: 0.7871 1.3106 -3.9285
F: 1.9381 1.8101 -4.3720
C: -0.1735 0.8712 -4.8231
F: 0.0350 0.9592 -6.1269
C: -1.3539 0.3384 -4.3368
F: -2.2956 -0.0711 -5.1809

Summary:
Calculated total energy = -77690.2486 eV
M = 868.162 g/mol
Largest force on an atom = 0.0128 hartree/bohr
Energy relative to the best compared isomer or geometry (same formula, charge and spin) = 0.0 kcal/mol
Orbital gap = 7.9 eV
Charge = +1

(4)
Below is a structure of composition C30H28N2SiTc, with properties calculated with ωB97M-V with the def2-TZVPD basis set.

Element x y z (Å)
C: -0.9709 0.5909 -0.1486
C: -0.0693 1.6380 -0.7605
C: 1.1372 0.7612 -0.9991
H: -0.4819 1.9240 -1.7664
C: 0.6490 -0.5270 -1.3765
C: -0.6677 -0.6573 -0.7972
H: -1.2890 -1.5500 -0.8287
H: -1.9665 0.8090 0.2869
H: 2.0995 1.1660 -1.3036
H: 1.1351 -1.2796 -1.9922
Tc: 0.7731 -0.5921 0.7210
C: 1.6827 0.7176 1.8947
H: 2.4698 1.4597 1.6250
H: 2.0333 0.2398 2.8352
H: 0.7755 1.3461 2.0797
Si: -0.2779 3.8145 -0.5515
C: -2.1389 4.0125 -0.3077
C: -3.2329 3.8912 -1.1847
H: -3.0494 3.6767 -2.2387
C: -4.5368 4.1096 -0.6984
H: -5.3746 4.0479 -1.3943
C: -4.7723 4.4367 0.6427
H: -5.7882 4.6210 1.0033
C: -3.6856 4.5714 1.5158
H: -3.8216 4.8552 2.5574
C: -2.3940 4.3521 1.0427
H: -1.5705 4.4893 1.7501
C: 0.9824 4.5386 -1.7468
C: 0.7960 5.8678 -2.1720
H: -0.2127 6.2966 -2.1607
C: 1.8950 6.6482 -2.5385
H: 1.7541 7.7140 -2.6813
C: 3.1891 6.1252 -2.5774
H: 4.0465 6.7793 -2.7786
C: 3.3816 4.7969 -2.1916
H: 4.3904 4.3878 -2.1310
C: 2.2988 4.0064 -1.7859
H: 2.5030 2.9756 -1.4890
H: 2.4067 -0.3476 0.5542
H: -0.0120 4.8857 0.4165
C: -2.3860 -0.4970 3.8723
C: -1.5585 -0.1328 2.8157
N: -0.5830 -0.9658 2.3785
C: -0.3719 -2.1380 3.0223
C: -1.1486 -2.5444 4.1366
C: -2.1940 -1.6984 4.5380
C: -0.7938 -3.7924 4.7429
C: 0.2724 -4.5476 4.2858
C: 1.0206 -4.1852 3.1206
C: 2.1018 -4.9103 2.5969
C: 2.6806 -4.4825 1.4062
C: 2.2419 -3.3177 0.7828
N: 1.2416 -2.5797 1.3220
C: 0.6493 -2.9835 2.4721
H: -3.1955 0.1758 4.1137
H: -1.6841 0.7968 2.2623
H: -2.8526 -2.0191 5.3314
H: -1.3552 -4.1116 5.6187
H: 0.5853 -5.4446 4.8242
H: 2.4601 -5.7945 3.1288
H: 3.4866 -5.0403 0.9493
H: 2.6755 -2.9312 -0.1355

Summary:
<S²> = 3.79
Calculated total energy = -44600.3485 eV
M = 542.654 g/mol
Largest force on an atom = 0.0684 hartree/bohr
Orbital gap (alpha / beta) = 7.0 / 3.0 eV
2S+1 = 4
Charge = +2

(5)
Below is a structure of composition C30H28N2SiZr, with properties calculated with ωB97M-V with the def2-TZVPD basis set.

Element x y z (Å)
C: -1.6559 -3.0089 -0.9358
C: -1.8687 -1.7246 -1.5435
C: -0.6789 -1.3872 -2.2697
H: -2.7847 -1.1412 -1.5068
C: 0.2704 -2.4350 -2.1051
C: -0.3367 -3.4483 -1.3160
H: 0.0616 -4.4533 -1.2247
H: -2.4099 -3.6149 -0.4350
H: -0.5495 -0.5617 -2.9686
H: 1.2467 -2.5012 -2.5785
Zr: -0.1452 -1.5569 0.1774
C: 1.9031 -0.7512 0.2689
H: 2.4537 -0.9795 -0.6491
H: 2.4053 -1.3203 1.0690
H: 2.0765 0.3003 0.4961
Si: 0.4164 1.8264 -1.1425
C: -0.6507 3.3220 -1.3411
C: -1.5956 3.1341 -2.3692
H: -1.7184 2.1628 -2.8532
C: -2.3894 4.1896 -2.8049
H: -3.0982 4.0226 -3.6149
C: -2.2776 5.4393 -2.1910
H: -2.9284 6.2553 -2.4996
C: -1.3535 5.6285 -1.1548
H: -1.2787 6.6063 -0.6773
C: -0.5367 4.5742 -0.7183
H: 0.1813 4.7252 0.0933
C: 1.6020 1.9376 -2.5857
C: 1.6045 3.0350 -3.4802
H: 0.8451 3.8260 -3.4029
C: 2.5911 3.1460 -4.4705
H: 2.5876 3.9971 -5.1518
C: 3.5826 2.1688 -4.5967
H: 4.3580 2.2562 -5.3614
C: 3.5756 1.0784 -3.7167
H: 4.3483 0.3142 -3.8014
C: 2.5852 0.9523 -2.7468
H: 2.5899 0.0985 -2.0828
H: -0.5887 0.7503 -1.3419
H: 1.1118 1.7726 0.2075
C: -0.9480 1.3115 3.5870
C: -0.9038 0.7536 2.3140
N: -0.7703 -0.5814 2.1284
C: -0.6675 -1.4161 3.2059
C: -0.7696 -0.8973 4.5318
C: -0.8695 0.4928 4.7021
C: -0.7461 -1.8315 5.6187
C: -0.6864 -3.1862 5.3891
C: -0.5893 -3.7403 4.0707
C: -0.5379 -5.1167 3.8311
C: -0.3101 -5.5575 2.5434
C: -0.0598 -4.6321 1.5304
N: -0.2250 -3.3011 1.7116
C: -0.5041 -2.8365 2.9820
H: -1.0229 2.3969 3.6787
H: -0.9669 1.3434 1.3936
H: -0.8817 0.8887 5.7259
H: -0.7734 -1.4415 6.6349
H: -0.6888 -3.8847 6.2343
H: -0.6335 -5.8082 4.6637
H: -0.2922 -6.6097 2.2915
H: 0.2957 -4.9816 0.5572

Summary:
Calculated total energy = -43688.6335 eV
M = 535.878 g/mol
Largest force on an atom = 0.0429 hartree/bohr
Energy relative to the best compared isomer or geometry (same formula, charge and spin) = 0.0 kcal/mol
Orbital gap = 6.0 eV
Charge = +2

(6)
Below is a structure of composition C30H28N3OPPtSSbSe4, with properties calculated with ωB97M-V with the def2-TZVPD basis set.

Element x y z (Å)
Pt: 0.8905 0.1241 -0.0981
Se: 5.6076 -0.6418 -2.3652
Sb: 3.3343 -1.4539 -2.1084
Se: 1.7305 0.4647 -2.4981
Se: 2.7399 -1.6033 0.3667
Se: 2.7023 -3.4305 -3.3134
O: -2.1912 0.7865 1.4864
P: -2.0944 2.2563 1.7095
C: -0.7217 2.6946 2.7935
C: -0.1944 3.9804 2.9149
C: 0.9128 4.2088 3.7131
C: 1.5097 3.1517 4.3898
C: 0.9982 1.8713 4.2674
C: -0.1140 1.6408 3.4702
C: -1.8611 3.2179 0.2047
C: -2.1866 4.5764 0.1404
C: -1.9928 5.2925 -1.0293
C: -1.4735 4.6544 -2.1543
C: -1.1678 3.3057 -2.1000
C: -1.3715 2.5866 -0.9258
C: -3.6164 2.9161 2.4360
C: -3.6634 3.9470 3.3673
C: -4.8840 4.4039 3.8466
C: -6.0640 3.8268 3.4017
C: -6.0227 2.7868 2.4816
C: -4.8056 2.3310 2.0024
H: -0.6157 4.8039 2.3542
H: 1.3289 5.2053 3.7861
H: 2.3881 3.3291 4.9970
H: 1.4809 1.0432 4.7693
H: -0.5040 0.6402 3.3342
H: -2.6230 5.0773 0.9961
H: -2.2509 6.3429 -1.0684
H: -1.3117 5.2110 -3.0682
H: -0.7495 2.7969 -2.9595
H: -1.0803 1.5390 -0.9238
H: -2.7455 4.3892 3.7381
H: -4.9116 5.2054 4.5732
H: -7.0157 4.1798 3.7773
H: -6.9412 2.3265 2.1409
H: -4.7624 1.5099 1.2976
N: 4.1586 1.3099 -0.0056
C: 3.3404 2.3329 0.0728
S: 1.7659 2.1824 0.7330
N: 3.8530 3.5160 -0.3646
C: 3.3246 4.8229 -0.3868
C: 1.9740 5.1303 -0.5245
C: 1.5809 6.4609 -0.5486
C: 2.5032 7.4930 -0.4572
C: 3.8509 7.1810 -0.3503
C: 4.2558 5.8585 -0.3144
H: 3.8260 0.3962 0.3242
H: 4.9359 1.2477 -0.6635
H: 4.8457 3.4768 -0.5447
H: 1.2446 4.3428 -0.6246
H: 0.5276 6.6833 -0.6565
H: 2.1780 8.5245 -0.4781
H: 4.5936 7.9657 -0.2902
H: 5.3088 5.6180 -0.2225
C: -1.6258 -4.0086 -0.6437
C: -1.6929 -3.2758 0.5358
C: -1.0933 -2.0361 0.5824
N: -0.4640 -1.5087 -0.4774
C: -0.4086 -2.2039 -1.6139
C: -0.9760 -3.4635 -1.7319
H: -2.0645 -4.9962 -0.7026
H: -2.1901 -3.6614 1.4147
H: -1.1189 -1.4135 1.4648
H: 0.1377 -1.7426 -2.4280
H: -0.8498 -4.0039 -2.6591

Summary:
<S²> = 2.01
Calculated total energy = -329382.2456 eV
M = 1142.293 g/mol
Largest force on an atom = 0.0109 hartree/bohr
Energy relative to the best compared isomer or geometry (same formula, charge and spin) = 1.1 kcal/mol
Orbital gap (alpha / beta) = 6.1 / 6.1 eV
2S+1 = 3
Charge = -1

(7)
Below is a cluster of 2 separate species, C30H28N4O4S in total, with properties calculated with ωB97M-V with the def2-TZVPD basis set.

Element x y z (Å)
C: -2.2101 4.5078 2.8828
N: -1.9156 3.0973 2.9930
C: -2.9052 2.1971 3.2818
O: -4.0809 2.4736 3.5022
C: -2.2632 0.8078 3.3119
C: -2.7926 -0.1281 2.2206
C: -4.2668 -0.4246 2.3768
C: -5.1416 -0.0892 1.3413
C: -6.5187 -0.2164 1.5294
C: -7.0100 -0.7067 2.7479
C: -6.1252 -1.1356 3.7462
C: -4.7458 -0.9919 3.5634
N: -0.8469 1.1180 3.1463
C: 0.0750 0.1376 3.0790
C: 1.4348 0.3852 2.9540
C: 2.3877 -0.6083 2.9050
C: 3.7915 -0.3925 2.8257
C: 4.6911 -1.4887 2.8870
C: 6.0637 -1.2998 2.8549
C: 6.5890 0.0009 2.7305
C: 8.0041 0.2206 2.6583
N: 9.1555 0.4238 2.5906
C: 5.7221 1.1009 2.6745
C: 4.3501 0.9120 2.7027
C: -0.5652 2.5492 2.9234
C: 0.0329 2.8081 1.5309
C: 0.2952 3.1496 4.0452
H: -3.2953 4.6436 2.9094
H: -1.7566 5.0759 3.7073
H: -1.8203 4.9104 1.9399
H: -2.4615 0.3615 4.3029
H: -2.6146 0.3522 1.2438
H: -2.2019 -1.0586 2.2326
H: -4.7228 0.3116 0.4137
H: -7.1955 0.0865 0.7307
H: -8.0865 -0.7675 2.9112
H: -6.4994 -1.5604 4.6795
H: -4.0340 -1.2835 4.3408
H: -0.2993 -0.8888 3.1431
H: 1.7629 1.4176 2.8897
H: 2.0567 -1.6577 2.9228
H: 4.2602 -2.4857 2.9719
H: 6.7421 -2.1525 2.9314
H: 6.1338 2.1114 2.6098
H: 3.6894 1.7748 2.6274
H: -0.6679 2.4681 0.7556
H: 0.2193 3.8808 1.4038
H: 0.9771 2.2796 1.3835
H: -0.2551 3.0975 4.9936
H: 1.2391 2.6201 4.1804
H: 0.5220 4.1968 3.8143
C: 1.8048 -8.0908 2.0677
C: 2.1016 -7.0410 2.9435
C: 1.9659 -5.7201 2.5075
C: 1.5193 -5.4790 1.2272
C: 1.2275 -6.4942 0.3239
C: 1.3789 -7.8219 0.7521
S: 1.4457 -3.7331 0.9045
O: 2.3605 -3.4043 -0.1566
O: 0.0726 -3.2992 0.8007
N: 2.0671 -3.4028 2.3753
C: 2.3483 -4.4531 3.2052
O: 2.8743 -4.3656 4.3210
H: 1.9065 -9.1262 2.4000
H: 2.4377 -7.2073 3.9625
H: 0.9038 -6.2309 -0.6793
H: 1.1697 -8.6422 0.0646

Summary:
Calculated total energy = -56548.3905 eV
M = 540.645 g/mol
Largest force on an atom = 0.0540 hartree/bohr
Orbital gap = 6.0 eV
Charge = 0